Here is C27H54AsF6O27Tl as an isolated structure at a distorted geometry from the OMol25 dataset. Energies are from the ωB97M-V functional and the def2-TZVPD basis.

Electronic energy, eV: -165972.9860
Orbital gap, eV: 1.4
Charge: +2
LUMO level, eV: -13.00
Relative energy (zero: lowest compared OMol25 entry of this formula, charge and spin), eV: 1.7083

The geometry in XYZ format:
```
116
Properties=species:S:1:pos:R:3:mulliken_charge:R:1
Tl -2.538 -2.746 3.939 1.069
As -0.569 -0.805 0.267 1.935
F 1.075 -0.754 0.860 -0.474
F -0.171 -0.243 -1.364 -0.372
F -2.227 -0.947 -0.285 -0.441
F -1.052 -1.614 1.734 -0.552
F -0.841 0.775 0.954 -0.381
F -0.306 -2.442 -0.407 -0.512
C -3.506 2.488 -0.044 -0.708
O -4.413 3.552 0.236 -0.327
C -4.035 4.567 0.976 0.838
O -2.956 4.681 1.507 -0.497
O -4.992 5.473 0.992 -0.346
C -4.706 6.751 1.539 -0.588
H -3.384 1.856 0.837 0.240
H -2.519 2.942 -0.160 0.427
H -3.838 1.955 -0.926 0.317
H -5.681 7.180 1.751 0.303
H -4.123 7.417 0.903 0.306
H -4.165 6.671 2.484 0.214
C 2.854 -3.786 -6.854 -0.698
O 2.506 -3.613 -5.461 -0.286
C 3.009 -2.621 -4.766 0.722
O 3.795 -1.807 -5.196 -0.511
O 2.474 -2.659 -3.556 -0.041
C 2.614 -1.516 -2.714 -0.537
H 1.984 -3.499 -7.440 0.277
H 3.152 -4.811 -7.034 0.254
H 3.620 -3.053 -7.098 0.357
H 1.813 -0.846 -3.042 0.221
H 3.459 -0.862 -2.941 0.532
H 2.515 -1.644 -1.642 0.005
C 2.610 1.652 -0.386 0.205
O 3.431 2.557 0.386 -0.122
C 4.506 3.014 -0.184 0.783
O 4.779 2.869 -1.367 -0.548
O 5.218 3.761 0.627 -0.313
C 6.316 4.495 0.086 -0.673
H 2.396 2.081 -1.363 -0.206
H 1.676 1.626 0.166 -0.189
H 3.043 0.667 -0.525 0.333
H 7.188 3.844 0.022 0.313
H 6.616 5.272 0.785 0.257
H 6.086 4.966 -0.865 0.297
C 2.044 -3.692 1.911 -0.170
O 1.531 -4.991 1.677 -0.346
C 0.319 -5.278 2.104 0.777
O -0.395 -4.508 2.693 -0.448
O -0.107 -6.466 1.709 -0.320
C 0.769 -7.379 1.045 -0.544
H 2.955 -3.656 2.505 0.343
H 1.303 -3.022 2.343 0.068
H 2.312 -3.209 0.969 -0.041
H 1.154 -8.175 1.688 0.360
H 1.609 -7.008 0.470 0.250
H 0.084 -7.907 0.380 0.221
C 3.085 4.314 -3.450 -0.654
O 2.534 3.063 -3.775 -0.207
C 1.262 2.878 -4.033 0.705
O 0.484 3.745 -4.337 -0.462
O 0.957 1.600 -3.884 -0.139
C -0.396 1.186 -4.025 -0.596
H 3.212 4.943 -4.333 0.379
H 4.062 4.198 -2.988 0.197
H 2.489 4.860 -2.715 0.328
H -1.086 1.751 -3.399 0.282
H -0.396 0.123 -3.801 0.131
H -0.667 1.318 -5.077 0.367
C -4.677 -2.828 -0.828 -0.639
O -5.129 -1.575 -0.321 -0.333
C -4.945 -1.312 0.960 0.803
O -4.212 -1.975 1.658 -0.472
O -5.568 -0.228 1.355 -0.297
C -6.530 0.400 0.534 -0.630
H -4.961 -3.656 -0.184 0.351
H -3.625 -2.769 -1.096 0.134
H -5.216 -2.991 -1.762 0.277
H -6.171 0.733 -0.436 0.268
H -7.014 1.214 1.074 0.257
H -7.418 -0.220 0.367 0.311
C 0.474 -4.807 -2.223 -0.470
O 0.543 -6.178 -1.896 -0.182
C 0.027 -7.125 -2.682 0.752
O -0.346 -6.980 -3.809 -0.504
O 0.130 -8.281 -2.045 -0.241
C -0.009 -9.502 -2.772 -0.739
H -0.452 -4.249 -2.060 0.271
H 0.727 -4.639 -3.277 0.345
H 1.272 -4.423 -1.590 0.087
H -0.547 -10.216 -2.155 0.252
H 0.981 -9.872 -3.033 0.299
H -0.584 -9.344 -3.683 0.353
C 0.307 3.719 2.655 -0.608
O -0.383 4.906 2.986 -0.170
C 0.005 5.596 4.060 0.768
O 0.879 5.264 4.792 -0.475
O -0.761 6.665 4.211 -0.302
C -1.475 7.308 3.175 -0.292
H 1.158 3.988 2.012 0.393
H -0.308 3.157 1.952 0.123
H 0.712 3.138 3.477 0.214
H -0.937 7.991 2.507 0.296
H -2.363 7.764 3.593 0.403
H -1.729 6.558 2.411 -0.036
C -0.424 1.927 6.914 -0.679
O -0.826 0.844 6.092 -0.365
C -0.187 0.439 5.036 0.834
O -0.726 -0.261 4.201 -0.420
O 1.015 0.982 4.893 -0.335
C 1.876 0.621 3.846 -0.651
H -0.353 1.656 7.964 0.299
H -1.091 2.783 6.804 0.275
H 0.546 2.354 6.657 0.315
H 2.299 1.535 3.396 0.218
H 1.354 0.163 3.015 0.233
H 2.833 0.191 4.145 0.347
```

Here is a 2-piece molecular cluster, C2H10N3 overall at a distorted geometry from the OMol25 dataset. Energies are from the ωB97M-V functional and the def2-TZVPD basis.

Electronic energy, eV: -6699.7231
Orbital gap, eV: 10.6
Charge: +1
LUMO level, eV: -3.07
Relative energy (zero: lowest compared OMol25 entry of this formula, charge and spin), eV: 1.3158

The geometry in XYZ format:
```
15
Properties=species:S:1:pos:R:3:mulliken_charge:R:1
C 0.808 0.879 -2.024 -0.714
N 1.232 1.250 -0.550 -0.259
H 1.454 1.609 -2.672 0.338
H 1.130 -0.136 -2.216 0.324
H -0.273 1.045 -2.136 0.303
H 0.745 2.081 -0.222 0.378
H 2.240 1.301 -0.528 0.389
H 0.964 0.543 0.159 0.254
N -1.859 -1.779 1.785 -0.401
C -1.009 -1.008 0.947 0.246
N 0.226 -0.628 1.064 -0.663
H -2.772 -1.848 1.369 0.242
H -1.729 -1.937 2.812 0.243
H -1.654 -0.679 0.099 0.145
H 0.497 -0.695 2.112 0.176
```

Here is a 9-piece molecular cluster, C12H26O17 overall at a distorted geometry from the OMol25 dataset. Energies are from the ωB97M-V functional and the def2-TZVPD basis.

Electronic energy, eV: -47671.0701
Orbital gap, eV: 10.7
Charge: 0
LUMO level, eV: 0.09
SMILES string: O=C1OCCO1.O=C1OCCO1.O=C1OCCO1.O=C1OCCO1.O.O.O.O.O

The geometry in XYZ format:
```
55
Properties=species:S:1:pos:R:3:mulliken_charge:R:1
O 7.741 2.974 -20.657 -0.517
C 7.416 1.835 -20.807 0.624
O 6.852 1.334 -21.908 -0.323
C 6.432 -0.009 -21.710 -0.209
C 6.900 -0.217 -20.304 -0.301
O 7.502 0.871 -19.806 -0.302
H 5.345 -0.070 -21.760 0.238
H 6.887 -0.752 -22.365 0.256
H 7.473 -1.133 -20.153 0.298
H 5.991 -0.438 -19.746 0.237
O 1.010 7.551 -20.158 -0.578
C 1.774 7.085 -19.324 0.674
O 2.884 6.579 -19.664 -0.278
C 3.517 6.084 -18.467 -0.256
C 2.700 6.598 -17.342 -0.206
O 1.484 6.884 -17.971 -0.328
H 3.598 5.004 -18.351 0.245
H 4.540 6.458 -18.497 0.229
H 3.055 7.512 -16.866 0.231
H 2.630 5.831 -16.571 0.268
O 7.895 9.229 -15.047 -0.558
C 8.385 8.280 -15.605 0.695
O 9.643 8.168 -16.137 -0.328
C 9.823 6.989 -16.844 -0.271
C 8.790 6.130 -16.114 -0.318
O 7.813 7.088 -15.775 -0.316
H 9.709 7.212 -17.904 0.249
H 10.843 6.614 -16.761 0.276
H 9.281 5.710 -15.236 0.236
H 8.389 5.325 -16.730 0.331
O 6.136 1.827 -14.397 -0.544
C 6.945 1.196 -13.746 0.681
O 6.632 0.187 -12.846 -0.336
C 7.860 -0.336 -12.326 -0.264
C 8.981 0.370 -13.108 -0.290
O 8.254 1.428 -13.757 -0.306
H 7.892 0.007 -11.292 0.314
H 7.976 -1.381 -12.614 0.278
H 9.544 -0.024 -13.953 0.272
H 9.594 0.972 -12.437 0.195
O 6.209 14.263 -14.879 -0.631
H 6.055 13.376 -15.205 0.314
H 5.336 14.649 -14.815 0.317
O 15.329 8.359 -17.827 -0.637
H 14.568 8.911 -17.645 0.321
H 15.144 7.971 -18.682 0.312
O 10.868 13.069 -15.034 -0.629
H 10.607 12.184 -14.777 0.312
H 11.631 13.262 -14.489 0.318
O 12.574 11.682 -18.599 -0.631
H 12.401 12.184 -19.396 0.313
H 11.734 11.662 -18.141 0.323
O 6.076 10.608 -9.239 -0.639
H 5.553 11.397 -9.386 0.319
H 6.130 10.193 -10.099 0.320
```

Here is an isolated molecule of C4H4O from the OMol25 dataset. Energies are from the ωB97M-V functional and the def2-TZVPD basis.

Electronic energy, eV: -6255.3597
Orbital gap, eV: 8.7
Charge: 0
LUMO level, eV: -0.27
Relative energy (zero: lowest compared OMol25 entry of this formula, charge and spin), eV: 4.0196
SMILES string: C=C=C=CO

The geometry in XYZ format:
```
9
Properties=species:S:1:pos:R:3:mulliken_charge:R:1
C -1.335 0.392 -0.298 -0.825
C -0.277 -0.146 -0.970 0.309
C 0.938 -0.507 -1.074 -0.524
C 1.430 -0.495 0.286 0.226
O 0.880 0.164 1.214 -0.469
H -1.464 1.473 -0.372 0.296
H -2.250 -0.180 -0.150 0.271
H 2.306 -1.079 0.582 0.365
H -0.227 0.377 0.783 0.350
```